Record 1
Computed, not measured: a molecular structure, C40H59AsN3O2PbS2Si3 at a distorted geometry, with ωB97M-V with the def2-TZVPD basis set.

```
! RIJCOSX wB97M-V def2-TZVPD def2/J DEFGRID3
* xyz 1 1
Pb 0.23 1.35 0.17
C -2.97 3.96 -2.39
O -2.73 2.81 -1.72
Si -3.73 2.23 -0.54
C -5.56 2.60 -0.95
C -3.36 3.36 0.95
C -3.20 0.53 -0.38
Si -3.07 -0.41 -1.89
C -3.79 -2.24 -1.82
C -1.21 -0.51 -2.64
C -3.93 0.23 -3.44
Si -3.32 -0.43 1.18
C -3.14 0.61 2.72
C -4.94 -1.45 1.48
C -1.94 -1.73 1.21
H -3.83 3.77 -3.04
H -2.13 4.21 -3.00
H -3.15 4.84 -1.64
H -5.74 3.61 -0.59
H -6.20 1.92 -0.29
H -5.80 2.51 -2.01
H -3.42 4.41 0.70
H -2.40 3.17 1.48
H -4.21 3.36 1.66
H -3.74 -2.66 -0.81
H -3.21 -2.93 -2.54
H -4.88 -2.17 -2.14
H -0.47 -1.07 -2.12
H -0.85 0.56 -2.70
H -1.22 -1.01 -3.65
H -5.00 0.40 -3.41
H -3.80 -0.62 -4.19
H -3.34 1.11 -3.68
H -2.11 1.01 2.75
H -3.17 -0.03 3.55
H -3.85 1.42 2.75
H -5.57 -1.37 2.40
H -4.69 -2.47 1.30
H -5.65 -1.29 0.69
H -1.06 -1.39 1.74
H -1.68 -1.81 0.15
H -2.22 -2.72 1.53
C 0.80 -0.20 3.79
C 0.38 1.23 3.79
N 0.34 2.02 2.75
C -0.08 3.33 3.10
C -0.54 3.40 4.37
S -0.22 1.96 5.24
C -0.06 4.34 2.02
C -0.42 5.64 2.17
S -0.37 6.36 0.65
C 0.10 4.88 -0.12
N 0.27 3.94 0.74
C 0.51 4.76 -1.57
H 0.09 -0.76 4.42
H 1.81 -0.34 4.23
H 0.82 -0.58 2.75
H -1.15 4.23 4.72
H -0.93 6.09 3.01
H 0.18 5.54 -2.23
H 0.02 3.81 -1.97
H 1.59 4.69 -1.62
O 0.94 -0.95 0.39
As 1.62 -2.35 -0.27
C 3.27 -2.83 0.65
C 4.49 -3.09 -0.02
C 5.64 -3.33 0.78
C 5.61 -3.32 2.14
C 4.41 -3.03 2.79
C 3.28 -2.67 2.07
C 0.60 -4.01 -0.22
C -0.37 -4.28 -1.24
C -1.16 -5.42 -1.21
C -0.97 -6.31 -0.10
C 0.01 -6.05 0.84
C 0.80 -4.90 0.82
C 2.21 -2.26 -2.14
C 2.40 -3.43 -2.87
C 2.91 -3.27 -4.16
C 3.28 -2.02 -4.64
C 3.12 -0.87 -3.91
C 2.55 -1.03 -2.67
H 4.56 -3.25 -1.10
H 6.63 -3.53 0.27
H 6.43 -3.64 2.79
H 4.31 -2.99 3.89
H 2.41 -2.34 2.55
H -0.48 -3.53 -1.99
H -1.86 -5.74 -2.01
H -1.55 -7.26 -0.05
H 0.18 -6.77 1.66
H 1.49 -4.71 1.61
H 2.07 -4.39 -2.41
H 2.89 -4.07 -4.88
H 3.74 -2.01 -5.66
H 3.27 0.14 -4.31
H 2.36 -0.14 -2.09
C 4.80 1.34 -0.47
C 3.61 2.01 0.32
C 3.50 1.49 1.73
C 3.91 3.55 0.46
N 2.42 1.87 -0.47
H 5.64 1.10 0.18
H 5.08 2.06 -1.23
H 4.50 0.40 -0.93
H 4.28 1.90 2.45
H 3.56 0.45 1.76
H 2.54 1.77 2.22
H 4.81 3.61 1.08
H 3.10 3.99 1.01
H 4.04 4.06 -0.51
*
```

Its energy above the lowest of the compared OMol25 structures with the same formula, charge and spin is 376.5 kJ/mol. The value obtained for the HOMO energy (alpha / beta) is -10.17 / -9.54 eV. The HOMO-LUMO gap (alpha / beta) is 6.207 / 7.365 eV.

Atom charges from the Mulliken analysis, given in e for atoms 1 to 2:
1. Pb 1.085
2. C -1.051

Record 2
Computed, not measured: a molecular structure, C40H60CrN3O6PTe, with ωB97M-V with the def2-TZVPD basis set.

```
! RIJCOSX wB97M-V def2-TZVPD def2/J DEFGRID3
* xyz -2 5
Cr -0.33 -0.25 0.39
C -0.06 -5.22 1.08
C 0.78 -4.05 1.61
C 2.27 -4.38 1.51
C 0.41 -3.62 3.01
C -0.05 -4.55 3.93
C -0.40 -4.18 5.22
C -0.31 -2.84 5.57
C 0.14 -1.87 4.68
C 0.04 -0.42 5.13
C 1.26 0.46 4.89
C -1.21 0.20 4.52
C 0.53 -2.26 3.39
N 0.95 -1.35 2.40
C 2.23 -1.08 2.30
O 3.19 -1.35 3.06
C 2.60 -0.45 0.96
C 3.88 -0.02 0.63
C 4.13 0.40 -0.66
C 3.13 0.30 -1.64
C 1.90 -0.19 -1.24
N 1.66 -0.47 0.03
C 0.83 -0.67 -2.23
O 1.01 -0.42 -3.42
N -0.08 -1.45 -1.62
C -0.66 -2.46 -2.42
C 0.15 -3.33 -3.19
C -0.46 -4.29 -3.99
C -1.83 -4.47 -4.02
C -2.61 -3.69 -3.17
C -2.05 -2.71 -2.37
C -2.91 -2.01 -1.33
C -2.73 -2.75 0.00
C -4.40 -1.95 -1.67
C 1.67 -3.36 -3.12
C 2.32 -3.01 -4.45
C 2.17 -4.73 -2.64
H 0.06 -5.31 0.00
H -1.12 -5.07 1.29
H 0.25 -6.17 1.53
H 0.60 -3.19 0.96
H 2.49 -5.29 2.09
H 2.89 -3.58 1.92
H 2.57 -4.56 0.48
H -0.15 -5.59 3.63
H -0.76 -4.91 5.93
H -0.61 -2.53 6.57
H -0.09 -0.47 6.22
H 1.33 0.76 3.84
H 2.19 -0.04 5.15
H 1.16 1.37 5.49
H -1.34 1.24 4.85
H -1.14 0.21 3.43
H -2.11 -0.36 4.79
H 4.64 -0.05 1.40
H 5.11 0.77 -0.93
H 3.30 0.54 -2.68
H 0.17 -4.94 -4.60
H -2.28 -5.22 -4.66
H -3.68 -3.85 -3.14
H -2.55 -0.99 -1.22
H -3.03 -3.79 -0.12
H -3.33 -2.29 0.79
H -1.69 -2.74 0.34
H -4.90 -1.27 -0.97
H -4.87 -2.93 -1.58
H -4.58 -1.58 -2.68
H 2.00 -2.64 -2.37
H 2.03 -3.73 -5.22
H 3.41 -3.04 -4.37
H 2.02 -2.01 -4.77
H 2.01 -5.50 -3.40
H 1.65 -5.05 -1.73
H 3.24 -4.69 -2.42
C 0.14 1.69 1.21
H -0.11 1.68 2.28
H -0.46 2.49 0.76
H 1.19 1.99 1.13
C -2.19 3.89 3.35
C -2.89 3.30 2.15
O -3.10 1.91 2.42
P -3.51 0.83 1.29
O -2.32 0.12 0.74
Te -5.05 1.82 -0.22
O -4.22 -0.26 2.23
C -5.44 0.02 2.93
C -6.52 -0.92 2.46
H -2.05 4.97 3.21
H -1.21 3.43 3.48
H -2.77 3.73 4.26
H -2.28 3.42 1.26
H -3.86 3.77 1.97
H -5.73 1.06 2.77
H -5.23 -0.12 3.99
H -6.74 -0.74 1.40
H -7.44 -0.76 3.03
H -6.20 -1.96 2.58
C -2.11 0.17 -4.71
C -1.81 1.53 -4.12
O -1.50 1.38 -2.75
C -0.66 2.40 -2.25
C -1.37 3.73 -2.09
H -2.31 0.25 -5.78
H -2.98 -0.27 -4.23
H -1.25 -0.50 -4.55
H -2.67 2.20 -4.24
H -0.95 1.99 -4.64
H 0.21 2.49 -2.91
H -0.31 2.06 -1.28
H -2.25 3.60 -1.46
H -0.70 4.46 -1.63
H -1.70 4.13 -3.06
*
```

Its energy above the lowest of the compared OMol25 structures with the same formula, charge and spin is 17.3 kJ/mol. The value obtained for the HOMO energy (alpha / beta) is -1.72 / -2.52 eV. The HOMO-LUMO gap (alpha / beta) is 5.634 / 6.433 eV. As for the expectation value of S²: 6.023.

Atom charges from the Mulliken analysis, given in e for atoms 1 to 2:
1. Cr 1.745
2. C -2.040

Record 3
Computed, not measured: a molecular structure, C40H60O26S8Zn2 at a distorted geometry, with ωB97M-V with the def2-TZVPD basis set.

```
! RIJCOSX wB97M-V def2-TZVPD def2/J DEFGRID3
* xyz -2 1
Zn 1.22 2.02 2.14
Zn -0.95 -1.33 -1.68
C -2.29 -3.72 -3.45
C -0.92 -3.36 -3.62
C -0.26 -3.53 -5.01
O 0.91 -3.21 -5.11
C -1.00 -4.25 -6.00
C -2.37 -4.63 -5.91
C -3.08 -4.27 -4.59
O -4.31 -4.44 -4.31
O -3.02 -5.14 -6.81
O -0.25 -2.78 -2.65
H -2.73 -3.79 -2.49
H -0.45 -4.35 -6.95
C 5.57 -0.68 2.50
C 4.22 -0.72 2.91
C 3.21 0.05 2.05
O 2.11 0.35 2.63
C 3.54 0.45 0.77
C 4.90 0.30 0.30
C 6.05 -0.23 1.24
O 7.23 -0.29 0.89
O 5.17 0.58 -0.87
O 3.91 -1.32 3.93
H 6.22 -1.27 3.13
H 2.82 0.99 0.15
S -0.37 1.12 -0.02
O 0.17 -0.01 -0.82
O -0.59 0.73 1.40
O 0.66 2.23 0.08
O -1.63 1.54 -0.66
C 2.47 -3.98 0.21
C 2.56 -3.16 1.47
C 1.30 -2.26 1.37
S -0.01 -3.32 0.88
O -1.02 -2.59 0.12
O -0.57 -4.13 1.95
C 1.01 -4.29 -0.19
H 3.07 -4.92 0.23
H 3.03 -3.41 -0.56
H 3.44 -2.54 1.54
H 2.58 -3.73 2.43
H 1.46 -1.58 0.51
H 1.10 -1.65 2.25
H 0.80 -3.96 -1.21
H 0.72 -5.33 -0.13
C 2.71 -0.33 -5.45
C 3.28 0.30 -4.08
C 2.28 0.09 -2.95
S 0.82 0.55 -3.90
O 0.90 1.99 -4.14
O -0.40 0.02 -3.39
C 1.25 -0.19 -5.43
H 2.88 -1.44 -5.42
H 3.26 0.12 -6.29
H 3.42 1.41 -4.27
H 4.30 -0.04 -3.84
H 2.34 0.82 -2.14
H 2.05 -0.89 -2.56
H 0.84 0.66 -6.08
H 0.64 -1.14 -5.63
C -4.78 -2.10 1.27
C -3.69 -3.02 2.07
C -2.89 -2.09 2.99
S -3.98 -0.86 3.43
O -3.26 0.26 3.98
O -4.95 -1.56 4.29
C -4.71 -0.66 1.87
H -5.72 -2.56 1.25
H -4.48 -2.10 0.22
H -3.20 -3.69 1.34
H -4.29 -3.67 2.67
H -2.07 -1.61 2.47
H -2.50 -2.56 3.89
H -4.07 -0.03 1.25
H -5.70 -0.22 2.01
C -4.94 -0.92 -4.86
C -3.61 -0.35 -4.92
C -3.46 0.75 -3.84
S -3.95 -0.16 -2.40
O -4.77 0.61 -1.44
O -2.91 -1.00 -1.83
C -5.04 -1.36 -3.34
H -5.13 -1.77 -5.50
H -5.66 -0.11 -5.01
H -3.31 0.15 -5.88
H -2.86 -1.18 -4.70
H -4.20 1.53 -3.98
H -2.46 1.26 -3.63
H -6.01 -1.32 -2.86
H -4.55 -2.32 -3.08
C 4.70 3.63 -0.98
C 3.18 3.79 -1.09
C 2.88 4.94 -0.14
S 3.72 4.38 1.30
O 2.97 3.33 1.91
O 4.02 5.45 2.22
C 5.13 3.61 0.57
H 5.06 4.50 -1.40
H 5.11 2.65 -1.29
H 2.59 2.91 -0.80
H 2.83 3.96 -2.07
H 1.85 5.24 -0.09
H 3.51 5.74 -0.50
H 5.26 2.63 0.99
H 6.04 4.17 0.82
C 2.30 -0.33 6.38
C 0.78 -0.50 6.59
C 0.13 0.26 5.46
S 0.93 1.83 5.52
O 0.28 2.59 6.52
O 1.06 2.53 4.23
C 2.47 1.12 6.06
H 2.72 -1.03 5.65
H 2.87 -0.56 7.28
H 0.37 -0.07 7.57
H 0.49 -1.49 6.56
H -0.95 0.40 5.53
H 0.36 -0.18 4.51
H 2.98 1.79 6.81
H 3.00 1.24 5.10
C -3.69 2.80 1.52
C -3.69 4.10 0.75
C -2.19 4.52 0.65
S -1.59 4.24 2.39
O -1.93 5.36 3.21
O -0.21 3.81 2.36
C -2.74 2.94 2.74
H -3.32 1.96 0.83
H -4.71 2.74 1.95
H -4.34 4.81 1.26
H -4.10 4.03 -0.22
H -1.96 5.56 0.46
H -1.63 3.78 0.05
H -3.28 3.42 3.56
H -2.25 1.99 3.07
*
```

The value obtained for the HOMO energy is -2.96 eV. The HOMO-LUMO gap is 6.227 eV.

Atom charges from the Mulliken analysis, given in e for atoms 1 to 2:
1. Zn 4.173
2. Zn 4.282

Record 4
Computed, not measured: a molecular structure, C40H61BrN9O4P2PrS2Si2 at a distorted geometry, with ωB97M-V with the def2-TZVPD basis set.

```
! RIJCOSX wB97M-V def2-TZVPD def2/J DEFGRID3
* xyz -2 3
Pr -1.53 -0.81 0.32
C -1.58 3.62 -2.16
Si 0.04 3.43 -1.12
C -0.39 4.02 0.54
C 1.44 4.40 -1.98
N 0.49 1.80 -1.13
P 1.67 0.80 -0.86
C 1.29 -0.44 0.33
P 1.65 -0.54 2.04
N 0.78 0.35 3.05
Si 0.81 0.94 4.66
C 1.03 2.85 4.79
C 2.16 0.09 5.67
C -0.92 0.52 5.26
C 1.58 -2.30 2.44
C 0.97 -2.81 3.66
C 0.96 -4.17 3.97
C 1.54 -5.07 3.07
C 2.15 -4.56 1.94
C 2.16 -3.21 1.58
C 3.30 -0.02 2.49
C 3.57 1.33 2.63
C 4.85 1.75 3.12
C 5.91 0.86 3.24
C 5.55 -0.50 3.15
C 4.26 -0.90 2.82
C 3.34 1.48 -0.66
C 4.44 0.70 -1.00
C 5.73 1.31 -1.09
C 5.96 2.62 -0.60
C 4.88 3.31 -0.08
C 3.58 2.76 -0.13
C 1.90 0.04 -2.50
C 1.69 0.86 -3.60
C 1.87 0.31 -4.89
C 2.49 -0.91 -5.09
C 2.76 -1.69 -3.94
C 2.34 -1.26 -2.69
H -2.47 3.09 -1.68
H -1.46 3.25 -3.21
H -1.74 4.71 -2.21
H -1.36 3.64 0.87
H -0.45 5.10 0.62
H 0.33 3.64 1.29
H 1.18 5.40 -2.08
H 1.62 4.00 -2.96
H 2.40 4.35 -1.44
H 2.07 3.20 4.86
H 0.54 3.15 5.70
H 0.49 3.33 3.91
H 3.13 0.52 5.30
H 2.25 -1.02 5.57
H 2.14 0.30 6.71
H -1.65 1.17 4.72
H -1.12 0.67 6.37
H -1.16 -0.53 5.03
H 0.51 -2.07 4.37
H 0.51 -4.63 4.83
H 1.70 -6.10 3.34
H 2.53 -5.32 1.19
H 2.50 -2.90 0.59
H 2.82 2.10 2.34
H 4.99 2.81 3.23
H 6.99 1.19 3.39
H 6.25 -1.23 3.46
H 4.05 -1.98 2.85
H 4.40 -0.37 -1.28
H 6.55 0.69 -1.47
H 6.93 3.06 -0.67
H 4.96 4.36 0.33
H 2.76 3.50 0.22
H 1.19 1.84 -3.43
H 1.48 0.88 -5.75
H 2.58 -1.33 -6.04
H 3.24 -2.65 -4.11
H 2.45 -1.93 -1.83
C -0.02 -4.38 -2.61
N -0.98 -5.02 -1.61
C -1.32 -6.39 -1.98
C -1.48 -4.27 -0.57
N -0.83 -3.37 0.06
N -2.83 -4.50 -0.25
C -3.79 -3.53 -0.23
N -5.04 -4.00 -0.42
N -3.50 -2.28 0.00
H -0.36 -4.67 -3.58
H 0.98 -4.71 -2.41
H 0.00 -3.25 -2.52
H -0.42 -7.00 -2.07
H -1.88 -6.45 -2.91
H -1.95 -6.82 -1.13
H 0.12 -3.29 -0.32
H -3.14 -5.41 -0.55
H -5.13 -4.94 -0.80
H -5.79 -3.36 -0.63
H -4.34 -1.68 0.14
O -1.54 1.23 1.87
H -0.63 1.15 2.38
H -1.67 2.15 1.60
Br -3.97 0.95 -0.39
S -1.93 -0.52 -4.92
C -1.67 -0.75 -3.31
N -1.44 -1.07 -2.17
C -6.69 4.36 -1.68
C -6.48 4.18 -3.16
S -4.90 3.29 -3.63
O -4.52 4.00 -4.94
C -5.39 1.56 -4.15
C -6.32 0.70 -3.31
H -7.74 4.70 -1.54
H -5.94 5.12 -1.27
H -6.47 3.45 -1.12
H -6.38 5.14 -3.73
H -7.32 3.66 -3.65
H -4.37 1.08 -4.23
H -5.74 1.79 -5.18
H -6.21 0.95 -2.22
H -6.08 -0.35 -3.36
H -7.33 0.79 -3.64
O -2.64 -2.95 4.08
N -2.14 -2.66 3.02
O -1.67 -1.48 2.83
*
```

The value obtained for the HOMO energy (alpha / beta) is -1.49 / -1.50 eV. The HOMO-LUMO gap (alpha / beta) is 4.860 / 4.865 eV. As for the expectation value of S²: 2.002.

Atom charges from the Mulliken analysis, given in e for atoms 1 to 2:
1. Pr 1.456
2. C -0.883

Number 1: electronic energy -5967.58390 Eh. Number 2: electronic energy -3829.98485 Eh. Number 3: electronic energy -10260.71372 Eh. Number 4: electronic energy -7503.84634 Eh.